Density functional theory data (ωB97M-V with the def2-TZVPD basis set) for a molecular structure, C26H26N4O2PdS.

Computed properties:
- HOMO-LUMO gap (alpha / beta): 0.31616 / 0.16204 Eh
- Expectation value of S²: 6.04
- E_LUMO (alpha / beta): -11.280 / -15.398 eV

```
! RIJCOSX wB97M-V def2-TZVPD def2/J DEFGRID3
* xyz 4 5
N 1.5409 2.5054 -1.7602
C 1.3011 3.6197 -1.5374
C 1.0192 5.0280 -1.3291
H -0.0671 5.1962 -1.3835
H 1.5192 5.6217 -2.1074
H 1.3893 5.3417 -0.3422
N 2.6749 -1.6503 -1.8654
C 3.6186 -2.3057 -2.0305
C 4.8518 -3.0345 -2.2147
H 5.4605 -2.5242 -2.9719
H 4.6352 -4.0541 -2.5542
H 5.4079 -3.0742 -1.2665
N -1.8896 -1.4100 -1.5228
C -2.8486 -2.0573 -1.4244
C -4.1121 -2.7620 -1.3105
H -4.0346 -3.5612 -0.5626
H -4.3878 -3.1988 -2.2788
H -4.8872 -2.0467 -1.0054
Pd 1.1234 -0.4505 -1.0085
C 0.4589 -2.1812 -0.5667
O 0.1119 -3.2582 -0.3519
C 2.6053 0.5335 -0.3099
O 3.5251 1.1408 0.0180
C 1.3313 0.9140 -4.2253
C -0.0540 0.9916 -4.0738
C -0.8188 -0.1794 -4.0560
C -0.2000 -1.4248 -4.1802
C 1.1884 -1.5001 -4.3088
C 1.9546 -0.3304 -4.3319
H 1.9396 1.8193 -4.2486
H -0.5462 1.9616 -3.9753
H -1.9032 -0.1130 -3.9533
H -0.7933 -2.3425 -4.1706
H 1.6694 -2.4770 -4.4031
H 3.0412 -0.3795 -4.4391
N -0.2212 0.4648 0.3848
S 0.1474 0.8737 1.8818
C -1.1050 1.9040 2.6637
C -2.1565 2.4850 1.9521
C -3.1057 3.2586 2.6353
C -2.9882 3.4869 4.0095
C -1.9026 2.9425 4.7073
C -0.9604 2.1610 4.0382
C 0.0210 -0.5997 2.9180
C -1.2058 -1.2257 3.1212
C -1.2568 -2.4191 3.8493
C -0.0857 -2.9578 4.3950
C 1.1317 -2.2817 4.2450
C 1.1903 -1.1083 3.4941
H -1.2228 0.5134 0.1922
H -2.2293 2.3230 0.8802
H -3.9357 3.6857 2.0750
H -3.7415 4.0808 4.5364
H -1.7912 3.1285 5.7756
H -0.1154 1.7347 4.5787
H -2.1047 -0.7675 2.7108
H -2.2206 -2.9117 3.9931
H -0.1307 -3.8964 4.9531
H 2.0400 -2.6658 4.7136
H 2.1243 -0.5668 3.3484
*
```